A cluster of 2 separate species, C8H16ClFIO4SSi in total at a distorted geometry, computed with ωB97M-V/def2-TZVPD.

Geometry (Å):
C (5.885, 0.609, 0.977)
C (4.706, 0.102, 0.186)
F (3.848, -0.650, 0.993)
Si (3.802, 1.502, -0.746)
I (3.422, 0.737, -3.060)
C (2.201, 1.995, 0.116)
C (1.093, 0.984, -0.204)
C (-0.233, 1.313, 0.525)
C (-1.406, 1.181, -0.436)
S (-2.903, 0.576, 0.329)
O (-3.223, 1.326, 1.492)
O (-3.890, 0.575, -0.684)
Cl (-2.487, -1.366, 0.765)
H (6.419, -0.260, 1.350)
H (5.588, 1.226, 1.815)
H (6.574, 1.117, 0.317)
H (5.100, -0.566, -0.577)
H (4.694, 2.673, -0.846)
H (1.893, 2.955, -0.280)
H (2.368, 2.087, 1.182)
H (0.901, 1.056, -1.263)
H (1.395, -0.021, 0.068)
H (-0.349, 0.623, 1.351)
H (-0.182, 2.312, 0.927)
H (-1.209, 0.480, -1.233)
H (-1.682, 2.131, -0.865)
C (-6.064, -2.872, -0.327)
C (-6.025, -4.420, -0.284)
O (-5.982, -4.942, 0.854)
O (-6.037, -4.985, -1.402)
H (-6.049, -2.446, 0.677)
H (-5.199, -2.497, -0.880)
H (-6.969, -2.534, -0.837)

Maximum force, eV/Å: 1.32
E_tot, eV: -58800.93310
Net charge: -1
Frontier orbital gap, eV: 5.248
Energy relative to the best compared isomer or geometry (same formula, charge and spin), kJ/mol: 40.42

The computed natural (NBO) charges, all in e, follow: number 1, C, carries -0.643; number 2, C, carries -0.190; number 3, F, carries -0.372; number 4, Si, carries 1.144; number 5, I, carries -0.231; number 6, C, carries -0.868; number 7, C, carries -0.399; number 8, C, carries -0.414; number 9, C, carries -0.647; number 10, S, carries 2.120; number 11, O, carries -0.911; number 12, O, carries -0.909; number 13, Cl, carries -0.186; number 14, H, carries 0.220; number 15, H, carries 0.214; number 16, H, carries 0.222; number 17, H, carries 0.186; number 18, H, carries -0.175; number 19, H, carries 0.233; number 20, H, carries 0.243; number 21, H, carries 0.202; number 22, H, carries 0.223; number 23, H, carries 0.229; number 24, H, carries 0.210; number 25, H, carries 0.247; number 26, H, carries 0.251; number 27, C, carries -0.735; number 28, C, carries 0.756; number 29, O, carries -0.797; number 30, O, carries -0.800; number 31, H, carries 0.188; number 32, H, carries 0.194; number 33, H, carries 0.195

---

A cluster of 2 separate species, C8H16ClFN4O4 in total at a distorted geometry, computed with ωB97M-V/def2-TZVPD.

Geometry (Å):
C (-1.414, -1.278, 1.845)
C (-1.216, -1.958, 0.489)
C (-0.940, -1.008, -0.686)
C (-2.126, -0.087, -0.933)
N (0.297, -0.249, -0.422)
N (0.348, 0.971, 0.145)
C (1.627, 1.309, 0.248)
N (2.070, 2.477, 0.804)
N (2.403, 0.347, -0.261)
C (1.561, -0.592, -0.675)
C (2.000, -1.861, -1.317)
C (3.301, -2.351, -0.677)
F (3.295, -3.740, -0.660)
H (-0.695, -0.484, 2.044)
H (-1.270, -2.022, 2.627)
H (-2.417, -0.876, 1.959)
H (-0.423, -2.702, 0.574)
H (-2.137, -2.490, 0.249)
H (-0.768, -1.629, -1.563)
H (-2.996, -0.705, -1.134)
H (-1.928, 0.588, -1.762)
H (-2.334, 0.523, -0.059)
H (-0.461, 1.541, 0.486)
H (1.962, 2.627, 1.788)
H (2.393, 3.214, 0.208)
H (1.248, -2.634, -1.182)
H (2.148, -1.657, -2.378)
H (3.382, -2.009, 0.353)
H (4.172, -1.998, -1.223)
O (-1.973, 3.846, -1.198)
Cl (-2.231, 3.778, 0.215)
O (-1.572, 4.843, 0.909)
O (-1.673, 2.501, 0.701)
O (-3.634, 3.767, 0.484)

Maximum force, eV/Å: 1.04
E_tot, eV: -37938.09292
Frontier orbital gap, eV: 9.527
Energy relative to the best compared isomer or geometry (same formula, charge and spin), kJ/mol: 18.66

The computed natural (NBO) charges, all in e, follow: number 1, C, carries -0.622; number 2, C, carries -0.404; number 3, C, carries -0.038; number 4, C, carries -0.640; number 5, N, carries -0.132; number 6, N, carries -0.319; number 7, C, carries 0.552; number 8, N, carries -0.861; number 9, N, carries -0.474; number 10, C, carries 0.431; number 11, C, carries -0.500; number 12, C, carries 0.069; number 13, F, carries -0.361; number 14, H, carries 0.201; number 15, H, carries 0.224; number 16, H, carries 0.227; number 17, H, carries 0.203; number 18, H, carries 0.222; number 19, H, carries 0.222; number 20, H, carries 0.230; number 21, H, carries 0.238; number 22, H, carries 0.255; number 23, H, carries 0.491; number 24, H, carries 0.417; number 25, H, carries 0.421; number 26, H, carries 0.245; number 27, H, carries 0.249; number 28, H, carries 0.177; number 29, H, carries 0.182; number 30, O, carries -0.855; number 31, Cl, carries 2.565; number 32, O, carries -0.836; number 33, O, carries -0.958; number 34, O, carries -0.827

---

A structure of composition C8H16ClNiO4S2 at a distorted geometry, computed with ωB97M-V/def2-TZVPD.

Geometry (Å):
Ni (1.065, -0.483, -0.926)
Cl (0.042, 0.077, 0.417)
C (1.912, 2.947, 0.093)
C (0.594, 3.693, 0.300)
C (-0.453, 2.871, -0.456)
S (0.399, 2.134, -1.936)
O (0.053, 2.918, -3.098)
O (0.353, 0.688, -1.971)
C (2.046, 2.645, -1.390)
H (1.862, 2.082, 0.753)
H (2.807, 3.465, 0.438)
H (0.605, 4.745, 0.015)
H (0.419, 3.777, 1.373)
H (-1.360, 3.311, -0.871)
H (-0.620, 2.000, 0.177)
H (2.309, 3.598, -1.849)
H (2.743, 1.862, -1.687)
C (0.014, -2.830, 1.535)
C (-1.291, -2.106, 1.775)
C (-1.845, -1.790, 0.347)
S (-1.767, -3.435, -0.526)
O (-1.535, -3.392, -1.983)
O (-2.774, -4.302, 0.083)
C (-0.176, -3.903, 0.372)
H (0.298, -3.239, 2.505)
H (0.858, -2.144, 1.459)
H (-1.060, -1.250, 2.409)
H (-1.981, -2.748, 2.322)
H (-1.138, -1.141, -0.169)
H (-2.831, -1.342, 0.215)
H (0.603, -3.751, -0.375)
H (-0.152, -4.956, 0.651)

Maximum force, eV/Å: 10.02
E_tot, eV: -91968.40991
Expectation value of S²: 2.01
Net charge: +1
Frontier orbital gap (spin up / spin down), eV: 7.876 / 6.227
Multiplicity: 3

The computed natural (NBO) charges, all in e, follow: number 1, Ni, carries 1.188; number 2, Cl, carries -0.326; number 3, C, carries -0.418; number 4, C, carries -0.423; number 5, C, carries -0.620; number 6, S, carries 2.126; number 7, O, carries -0.848; number 8, O, carries -1.023; number 9, C, carries -0.665; number 10, H, carries 0.211; number 11, H, carries 0.257; number 12, H, carries 0.240; number 13, H, carries 0.250; number 14, H, carries 0.281; number 15, H, carries 0.239; number 16, H, carries 0.282; number 17, H, carries 0.240; number 18, C, carries -0.430; number 19, C, carries -0.430; number 20, C, carries -0.622; number 21, S, carries 2.079; number 22, O, carries -0.902; number 23, O, carries -0.901; number 24, C, carries -0.643; number 25, H, carries 0.247; number 26, H, carries 0.195; number 27, H, carries 0.231; number 28, H, carries 0.254; number 29, H, carries 0.181; number 30, H, carries 0.266; number 31, H, carries 0.211; number 32, H, carries 0.274

---

A structure of composition C8H16CoN2PS at a distorted geometry, computed with ωB97M-V/def2-TZVPD.

Geometry (Å):
C (-0.521, -0.909, -1.242)
C (-0.798, 0.096, -2.161)
C (-0.285, 1.402, -2.050)
C (0.567, 1.803, -1.001)
C (0.967, 0.939, 0.037)
Co (-0.390, -0.162, 0.399)
P (0.513, -2.042, 1.092)
H (-0.803, -1.959, -1.402)
H (-1.395, -0.132, -3.058)
H (-0.535, 2.066, -2.886)
H (1.730, 1.284, 0.766)
H (0.903, 2.843, -1.033)
H (1.635, -1.957, 1.980)
H (0.998, -3.125, 0.283)
H (-0.394, -2.800, 1.910)
C (0.596, 1.416, 5.072)
N (0.418, 1.205, 3.631)
C (-0.648, 0.558, 3.114)
S (-1.467, 1.154, 1.715)
N (-1.127, -0.542, 3.723)
C (-0.323, -1.478, 4.517)
H (-0.203, 0.984, 5.678)
H (0.600, 2.494, 5.276)
H (1.570, 1.013, 5.388)
H (0.756, 1.997, 3.069)
H (-1.925, -0.933, 3.236)
H (-0.656, -1.420, 5.564)
H (-0.508, -2.499, 4.141)
H (0.759, -1.282, 4.439)

Maximum force, eV/Å: 3.57
E_tot, eV: -69279.85737
Expectation value of S²: 6.06
Frontier orbital gap (spin up / spin down), eV: 5.640 / 7.644
Multiplicity: 5

The computed natural (NBO) charges, all in e, follow: number 1, C, carries -0.620; number 2, C, carries -0.265; number 3, C, carries -0.248; number 4, C, carries -0.307; number 5, C, carries -0.582; number 6, Co, carries 0.813; number 7, P, carries 0.140; number 8, H, carries 0.162; number 9, H, carries 0.189; number 10, H, carries 0.201; number 11, H, carries 0.160; number 12, H, carries 0.192; number 13, H, carries -0.011; number 14, H, carries 0.031; number 15, H, carries -0.035; number 16, C, carries -0.421; number 17, N, carries -0.618; number 18, C, carries 0.353; number 19, S, carries -0.225; number 20, N, carries -0.606; number 21, C, carries -0.432; number 22, H, carries 0.214; number 23, H, carries 0.214; number 24, H, carries 0.205; number 25, H, carries 0.426; number 26, H, carries 0.425; number 27, H, carries 0.205; number 28, H, carries 0.221; number 29, H, carries 0.219